The following is a DFT calculation (ωB97M-V/def2-TZVPD) of a structure of composition C31H38CaCl5FN6O4S4Si2.

The geometry in ORCA input format:
```
! wB97M-V def2-TZVPD RIJCOSX def2/J DEFGRID3
* xyz -2 1
Ca 0.014 1.013 0.517
C -2.116 2.719 -2.637
C -1.351 1.977 -3.733
S 0.046 0.961 -3.128
C 1.339 1.459 -4.291
C 1.860 2.894 -4.180
S 2.173 3.453 -2.484
C 1.233 4.988 -2.451
C -0.290 4.902 -2.580
S -1.126 3.704 -1.502
H -2.570 1.984 -1.968
H -2.910 3.327 -3.080
H -0.943 2.680 -4.463
H -2.062 1.342 -4.268
H 0.987 1.296 -5.315
H 2.156 0.755 -4.106
H 1.160 3.595 -4.637
H 2.792 2.971 -4.745
H 1.602 5.661 -3.232
H 1.502 5.438 -1.497
H -0.577 4.668 -3.607
H -0.692 5.896 -2.369
C -3.318 2.849 1.472
Si -2.591 1.077 1.719
C -2.657 0.960 3.653
C -4.111 0.052 1.148
C -5.271 -0.052 1.920
C -6.422 -0.662 1.434
C -6.428 -1.172 0.143
C -5.275 -1.097 -0.631
C -4.097 -0.514 -0.150
Si -2.412 -0.559 -1.111
C -3.035 -0.837 -2.932
C -2.008 -2.404 -0.655
H -4.297 2.937 1.960
H -3.448 3.093 0.412
H -2.648 3.602 1.899
H -3.571 1.380 4.098
H -1.806 1.507 4.070
H -2.565 -0.079 3.988
H -5.288 0.376 2.919
H -7.314 -0.722 2.051
H -7.323 -1.640 -0.256
H -5.290 -1.528 -1.628
H -3.642 -1.743 -3.055
H -2.173 -0.922 -3.602
H -3.635 0.016 -3.276
H -2.767 -3.094 -1.043
H -1.992 -2.505 0.435
H -1.034 -2.710 -1.051
C -0.368 -4.172 3.252
C 1.073 -3.835 3.237
N 1.998 -4.319 4.009
N 3.129 -3.665 3.600
C 2.939 -2.820 2.563
S 4.071 -1.899 1.757
N 1.597 -2.934 2.352
N 0.806 -2.248 1.436
H -0.571 -4.823 4.100
H -0.652 -4.680 2.329
H -0.965 -3.262 3.323
H 4.028 -3.886 3.986
H 1.375 -1.608 0.876
H 0.433 -2.942 0.792
Cl 1.035 4.873 1.025
C 1.728 3.795 2.234
C 1.284 2.486 2.273
C 1.793 1.758 3.336
Cl 1.179 0.127 3.559
C 2.723 2.231 4.257
Cl 3.315 1.237 5.545
C 3.172 3.542 4.131
Cl 4.342 4.175 5.239
C 2.658 4.343 3.115
Cl 3.189 5.989 2.977
F 6.672 -3.061 -1.448
C 5.402 -3.400 -1.177
C 4.375 -2.665 -1.609
N 3.067 -2.992 -1.338
C 2.000 -2.172 -1.936
C 2.185 -0.696 -1.534
O 2.978 -0.037 -2.211
O 1.502 -0.295 -0.537
C 2.749 -4.092 -0.583
O 1.614 -4.450 -0.318
N 3.843 -4.816 -0.141
C 5.192 -4.580 -0.358
O 6.048 -5.317 0.086
H 4.510 -1.752 -2.177
H 1.050 -2.580 -1.614
H 2.077 -2.239 -3.022
H 3.618 -5.609 0.440
*
```

## Properties
F_max = 0.016 hartree/bohr
HOMO = -0.53 eV
Kohn-Sham gap = 4.24 eV
E_tot = -192763.581 eV
ΔE to the lowest compared entry with this formula, charge and spin = 50.0 kJ/mol

---

The following is a DFT calculation (ωB97M-V/def2-TZVPD) of a structure of composition C31H38F6N4OP2V in a non-equilibrium geometry.

The geometry in ORCA input format:
```
! wB97M-V def2-TZVPD RIJCOSX def2/J DEFGRID3
* xyz 0 4
V -4.749 -0.401 -1.548
C -6.323 -0.556 -2.678
C -6.046 0.838 -2.402
C -6.686 1.643 -1.285
C -6.834 0.799 0.021
C -5.637 -0.044 0.288
C -5.350 -1.442 -0.010
C -6.317 -2.297 -0.734
C -7.090 -1.532 -1.832
C -0.969 -0.499 1.240
H -6.215 -0.859 -3.725
H -5.759 1.453 -3.286
H -7.707 1.996 -1.541
H -6.097 2.586 -1.115
H -6.913 1.527 0.843
H -7.783 0.232 0.046
H -5.217 0.215 1.267
H -4.774 -1.941 0.757
H -7.068 -2.644 0.009
H -5.850 -3.196 -1.166
H -7.525 -2.281 -2.525
H -7.955 -1.028 -1.376
H -1.133 -0.964 0.251
H -0.902 -1.326 1.987
H -0.002 0.031 1.202
P -2.119 0.787 1.670
P -1.692 1.091 -1.726
N -3.232 -0.203 2.581
N -1.340 1.735 2.798
N -2.844 0.023 -2.671
N -1.282 2.272 -2.942
C -3.235 1.866 0.715
C -2.880 2.107 -0.786
C -3.384 -1.597 2.581
C -4.161 -1.966 3.674
C -4.596 -0.748 4.312
C -4.039 0.310 3.605
C -0.485 1.191 3.777
C -0.135 2.217 4.630
C -0.757 3.428 4.155
C -1.481 3.115 3.020
C -2.951 -1.372 -2.183
C -3.562 -2.112 -3.260
C -3.698 -1.265 -4.381
C -3.334 0.023 -3.980
C -1.789 2.708 -4.172
C -0.897 3.607 -4.736
C 0.132 3.846 -3.765
C -0.131 3.053 -2.669
H -3.389 2.818 1.260
H -4.286 1.518 0.786
H -3.846 2.134 -1.345
H -2.420 3.116 -0.811
H -2.962 -2.224 1.804
H -4.397 -2.984 4.006
H -5.206 -0.670 5.216
H -4.099 1.384 3.752
H -0.215 0.135 3.757
H 0.463 2.113 5.522
H -0.703 4.399 4.627
H -2.079 3.735 2.354
H -2.120 -1.784 -1.594
H -3.546 -3.202 -3.311
H -3.888 -1.570 -5.408
H -3.198 0.839 -4.658
H -2.764 2.429 -4.546
H -0.991 4.039 -5.729
H 0.940 4.556 -3.862
H 0.376 2.939 -1.719
C 2.318 -0.434 -0.069
C 1.638 0.253 -1.251
O 0.410 0.779 -0.986
C 2.651 1.372 -1.774
F 3.955 0.953 -1.689
F 2.410 1.759 -3.054
F 2.536 2.477 -0.980
C 1.515 -0.893 -2.334
F 2.731 -1.359 -2.744
F 0.819 -1.963 -1.830
F 0.825 -0.486 -3.424
H 2.452 0.278 0.744
H 3.298 -0.806 -0.390
H 1.693 -1.254 0.303
*
```

## Properties
⟨S²⟩ = 3.78
F_max = 0.072 hartree/bohr
HOMO (spin up / spin down) = -5.53 / -7.03 eV
Kohn-Sham gap (spin up / spin down) = 5.22 / 6.64 eV
E_tot = -101332.271 eV
ΔE to the lowest compared entry with this formula, charge and spin = 360.7 kJ/mol

---

The following is a DFT calculation (ωB97M-V/def2-TZVPD) of a cluster of 6 separate species, C31H38IN7O6S in total in a non-equilibrium geometry.

The geometry in ORCA input format:
```
! wB97M-V def2-TZVPD RIJCOSX def2/J DEFGRID3
* xyz 0 1
C -2.357 -3.235 -1.158
C -1.212 -4.144 -0.720
C -0.805 -3.818 0.730
I -0.866 -5.603 1.914
C 0.526 -3.027 0.973
N 1.577 -3.849 1.494
C 2.262 -4.535 0.752
S 3.124 -5.449 -0.148
O 0.193 -2.066 2.025
C -0.177 -0.924 1.451
O -0.689 0.007 1.982
O 0.119 -0.939 0.113
C 1.029 -1.978 -0.072
N 2.348 -1.484 0.455
C 3.337 -1.681 -0.228
O 4.309 -1.804 -0.835
O 1.198 -2.374 -1.368
C 0.565 -1.623 -2.420
C 0.757 -2.322 -3.788
C 1.703 -3.497 -3.769
O 1.235 -1.375 -4.737
H -2.154 -2.179 -1.014
H -2.648 -3.409 -2.191
H -3.230 -3.470 -0.551
H -0.362 -4.138 -1.389
H -1.605 -5.155 -0.743
H -1.589 -3.202 1.152
H 1.041 -0.647 -2.492
H -0.485 -1.496 -2.214
H -0.224 -2.682 -4.108
H 1.600 -4.038 -4.707
H 2.736 -3.173 -3.691
H 1.455 -4.185 -2.969
H 0.508 -0.768 -4.919
C 1.721 2.375 1.518
C 1.777 3.578 0.761
C 2.956 4.200 1.067
N 3.617 3.420 1.978
C 2.872 2.302 2.255
H 0.932 1.642 1.517
H 1.035 3.943 0.072
H 3.380 5.125 0.717
H 4.507 3.642 2.380
H 3.216 1.557 2.953
C 5.356 0.618 6.965
C 5.421 -0.601 6.235
C 5.470 -0.279 4.907
N 5.436 1.086 4.807
C 5.366 1.640 6.056
H 5.305 0.729 8.035
H 5.429 -1.598 6.641
H 5.524 -0.900 4.029
H 5.458 1.599 3.947
H 5.330 2.707 6.190
C -4.969 1.942 2.420
C -5.311 2.134 1.053
C -4.288 1.614 0.305
N -3.347 1.117 1.165
C -3.753 1.312 2.454
H -5.550 2.235 3.278
H -6.201 2.600 0.667
H -4.150 1.558 -0.762
H -2.484 0.679 0.898
H -3.143 0.989 3.279
C 3.289 2.503 -3.967
C 4.198 3.104 -3.053
C 4.471 2.179 -2.080
N 3.769 1.045 -2.377
C 3.035 1.235 -3.516
H 2.863 2.955 -4.847
H 4.603 4.100 -3.104
H 5.107 2.229 -1.214
H 3.783 0.194 -1.847
H 2.409 0.446 -3.895
C -7.709 1.688 -1.740
C -8.073 3.062 -1.801
C -9.372 3.121 -2.228
N -9.806 1.839 -2.426
C -8.799 0.960 -2.132
H -6.757 1.285 -1.440
H -7.452 3.907 -1.559
H -10.022 3.960 -2.403
H -10.722 1.582 -2.740
H -8.945 -0.102 -2.223
*
```

## Properties
SMILES = CC[C@@H](I)[C@]1(N=C=S)OC(=O)O[C@]1(N=C=O)OC[C@H](C)O.c1cc[nH]c1.c1cc[nH]c1.c1cc[nH]c1.c1cc[nH]c1.c1cc[nH]c1
F_max = 0.027 hartree/bohr
HOMO = -7.95 eV
Kohn-Sham gap = 7.50 eV
E_tot = -74412.530 eV

---

The following is a DFT calculation (ωB97M-V/def2-TZVPD) of a structure of composition C31H38N5O3PTl.

The geometry in ORCA input format:
```
! wB97M-V def2-TZVPD RIJCOSX def2/J DEFGRID3
* xyz 3 1
Tl 0.076 -0.044 0.563
C 4.932 0.078 -2.464
N 3.668 0.730 -2.084
C 3.266 1.905 -2.864
C 2.925 0.295 -1.086
O 1.859 0.853 -0.733
C 3.440 -0.895 -0.289
O 2.421 -1.327 0.601
C 2.200 -2.724 0.708
C 0.856 -3.078 0.084
O 0.035 -2.144 -0.154
N 0.544 -4.328 -0.163
C 1.425 -5.479 0.078
C -0.770 -4.677 -0.722
H 5.392 0.681 -3.240
H 4.760 -0.918 -2.872
H 5.623 0.027 -1.624
H 3.025 1.599 -3.881
H 4.093 2.612 -2.891
H 2.398 2.370 -2.408
H 4.309 -0.567 0.290
H 3.769 -1.702 -0.944
H 2.170 -2.989 1.768
H 3.017 -3.280 0.255
H 2.442 -5.178 0.302
H 1.434 -6.097 -0.818
H 1.034 -6.066 0.907
H -1.470 -3.863 -0.576
H -1.127 -5.571 -0.216
H -0.667 -4.888 -1.786
N 0.287 2.471 1.330
C -1.064 2.875 1.439
C -1.492 3.658 2.506
C -2.826 3.999 2.624
C -3.767 3.554 1.694
C -3.359 2.752 0.651
C -2.004 2.404 0.515
P -1.514 1.233 -0.728
C -0.820 2.001 -2.165
C -0.649 3.388 -2.183
C -0.202 4.004 -3.341
C 0.064 3.242 -4.472
C -0.095 1.859 -4.451
C -0.534 1.232 -3.298
C -2.850 0.149 -1.180
C -3.654 0.499 -2.269
C -4.775 -0.259 -2.567
C -5.100 -1.357 -1.783
C -4.304 -1.708 -0.697
C -3.180 -0.961 -0.399
H 0.876 2.928 2.015
H 0.699 2.609 0.414
H -0.771 4.022 3.230
H -3.143 4.620 3.452
H -4.807 3.830 1.793
H -4.089 2.375 -0.054
H -0.906 3.989 -1.319
H -0.091 5.080 -3.373
H 0.382 3.730 -5.384
H 0.101 1.277 -5.341
H -0.674 0.157 -3.287
H -3.413 1.360 -2.880
H -5.398 0.012 -3.409
H -5.978 -1.944 -2.018
H -4.565 -2.564 -0.090
H -2.568 -1.252 0.452
N 0.968 -1.136 6.681
C 0.793 -0.930 5.378
C 1.695 -0.139 4.626
C 1.483 0.050 3.295
N 0.433 -0.492 2.629
C -0.439 -1.250 3.344
C -0.299 -1.493 4.676
H 1.741 -0.727 7.180
H 0.316 -1.683 7.219
H 2.551 0.323 5.099
H 2.164 0.656 2.713
H -1.278 -1.672 2.804
H -1.029 -2.107 5.185
*
```

## Properties
F_max = 0.019 hartree/bohr
HOMO = -16.40 eV
Kohn-Sham gap = 8.26 eV
E_tot = -60316.732 eV
ΔE to the lowest compared entry with this formula, charge and spin = 0.0 kJ/mol

---

The following is a DFT calculation (ωB97M-V/def2-TZVPD) of a structure of composition C31H39CaN2OSi in a non-equilibrium geometry.

The geometry in ORCA input format:
```
! wB97M-V def2-TZVPD RIJCOSX def2/J DEFGRID3
* xyz -1 1
C -0.070 1.842 1.544
C -0.829 2.218 0.410
C -1.930 1.355 0.318
H -0.591 3.011 -0.279
C -1.847 0.431 1.382
C -0.700 0.745 2.147
H -2.500 -0.406 1.553
C 2.346 0.237 -0.105
C 1.761 1.304 -0.821
C 1.093 0.770 -1.943
H 1.811 2.344 -0.557
C 1.294 -0.632 -1.945
C 2.067 -0.946 -0.813
H -2.669 1.356 -0.465
H -0.342 0.191 2.996
H 0.852 2.295 1.868
H 2.335 -1.934 -0.486
H 0.537 1.337 -2.670
H 2.899 0.305 0.815
Ca 0.000 0.000 0.000
C 0.806 -1.627 -2.965
C 2.018 -2.354 -3.557
C 0.037 -0.948 -4.094
H 2.785 -1.638 -3.845
H 1.735 -2.924 -4.443
H 2.458 -3.042 -2.839
H 0.710 -0.379 -4.733
H -0.722 -0.267 -3.716
H -0.458 -1.693 -4.716
C -0.091 -2.688 -2.293
C -1.376 -2.124 -1.793
H 0.417 -3.102 -1.422
H -0.260 -3.511 -2.983
O -1.426 -1.049 -1.160
N -2.538 -2.759 -2.038
C -3.798 -2.584 -1.347
H -2.566 -3.197 -2.945
C -4.509 -1.274 -1.603
C -5.164 -0.569 -0.601
H -5.199 -0.940 0.414
C -5.812 0.624 -0.894
H -6.327 1.149 -0.102
C -5.805 1.128 -2.185
H -6.311 2.057 -2.411
C -5.148 0.429 -3.190
H -5.138 0.812 -4.202
C -4.508 -0.764 -2.900
H -4.001 -1.306 -3.691
H -3.642 -2.717 -0.277
H -4.436 -3.413 -1.652
C 0.049 -2.859 2.187
Si 1.294 -1.915 3.195
C 0.498 -1.680 4.902
C 2.855 -2.948 3.324
N 1.663 -0.323 2.399
C 2.623 0.614 3.086
C 3.085 1.861 2.525
C 3.998 2.699 3.166
C 4.514 2.357 4.400
C 4.121 1.164 4.991
C 3.207 0.313 4.354
H -0.156 -3.823 2.697
H 0.452 -3.044 1.173
H -0.890 -2.275 2.122
H 0.301 -2.674 5.349
H 1.111 -1.109 5.622
H -0.468 -1.145 4.805
H 3.249 -3.137 2.306
H 3.643 -2.446 3.918
H 2.609 -3.912 3.812
H 2.804 2.239 1.562
H 4.316 3.619 2.686
H 5.227 3.010 4.888
H 4.539 0.894 5.951
H 2.997 -0.582 4.892
*
```

## Properties
F_max = 0.076 hartree/bohr
HOMO = -2.90 eV
Kohn-Sham gap = 5.06 eV
E_tot = -64125.804 eV
ΔE to the lowest compared entry with this formula, charge and spin = 376.9 kJ/mol

---

The following is a DFT calculation (ωB97M-V/def2-TZVPD) of a cluster of 2 separate species, C31H39F4OSi in total in a non-equilibrium geometry.

The geometry in ORCA input format:
```
! wB97M-V def2-TZVPD RIJCOSX def2/J DEFGRID3
* xyz 1 1
F -2.806 -3.722 2.202
C -1.824 -3.043 2.885
C -0.976 -3.758 3.729
C -0.008 -3.010 4.400
F 0.840 -3.678 5.261
C 0.144 -1.640 4.244
C -0.733 -0.939 3.383
C -0.588 0.495 3.167
C -1.150 1.079 2.011
C -0.851 2.356 1.613
C -1.435 3.010 0.487
C -0.994 4.303 0.080
C -1.645 4.941 -0.965
F -1.251 6.212 -1.318
C -2.711 4.372 -1.670
C -3.068 3.076 -1.300
F -4.094 2.463 -1.982
C -2.465 2.383 -0.265
C -1.741 -1.661 2.700
H -1.119 -4.820 3.912
H 0.943 -1.109 4.770
H 0.314 0.989 3.518
H -1.783 0.478 1.372
H -0.064 2.892 2.143
H -0.185 4.789 0.621
H -3.205 4.890 -2.489
H -2.816 1.387 0.005
H -2.436 -1.179 2.022
C -3.200 7.827 5.363
C -3.917 6.523 5.033
C -4.512 5.842 6.264
C -5.157 4.469 5.955
Si -4.342 2.989 6.802
C -4.405 3.246 8.683
C -5.829 3.473 9.283
C -6.289 2.433 10.307
C -7.722 2.645 10.790
C -5.363 1.470 6.448
C -5.463 1.131 4.952
C -6.228 -0.146 4.639
C -6.189 -0.460 3.145
C -2.672 2.624 6.023
C -1.585 3.461 5.824
C -0.540 2.689 5.314
C -1.001 1.384 5.139
O -2.313 1.366 5.551
H -2.793 8.270 4.451
H -3.862 8.564 5.829
H -2.362 7.644 6.043
H -4.701 6.699 4.289
H -3.200 5.831 4.576
H -3.717 5.723 7.017
H -5.264 6.498 6.727
H -6.221 4.493 6.254
H -5.150 4.260 4.872
H -3.923 2.364 9.137
H -3.771 4.115 8.935
H -5.857 4.473 9.745
H -6.571 3.503 8.470
H -6.216 1.439 9.852
H -5.607 2.439 11.163
H -7.989 1.874 11.517
H -7.862 3.616 11.274
H -8.432 2.573 9.962
H -4.872 0.651 7.002
H -6.363 1.630 6.885
H -5.939 1.973 4.427
H -4.447 1.049 4.545
H -5.807 -0.978 5.210
H -7.264 -0.020 4.961
H -6.784 -1.351 2.925
H -6.600 0.371 2.559
H -5.164 -0.645 2.798
H -1.559 4.508 6.132
H 0.441 3.046 5.007
H -0.440 0.466 5.290
*
```

## Properties
F_max = 0.045 hartree/bohr
HOMO = -11.69 eV
Kohn-Sham gap = 5.88 eV
E_tot = -53566.303 eV
ΔE to the lowest compared entry with this formula, charge and spin = 103.0 kJ/mol

---

Which value of E_tot does entry 4 give?
-60316.732 eV

---

Which formula does entry 5 have?
C31H39CaN2OSi

---

Number 3 is which compound?
C31H38IN7O6S

---

Repeat the fifth record exactly.
The following is a DFT calculation (ωB97M-V/def2-TZVPD) of a structure of composition C31H39CaN2OSi in a non-equilibrium geometry.

The geometry in ORCA input format:
```
! wB97M-V def2-TZVPD RIJCOSX def2/J DEFGRID3
* xyz -1 1
C -0.070 1.842 1.544
C -0.829 2.218 0.410
C -1.930 1.355 0.318
H -0.591 3.011 -0.279
C -1.847 0.431 1.382
C -0.700 0.745 2.147
H -2.500 -0.406 1.553
C 2.346 0.237 -0.105
C 1.761 1.304 -0.821
C 1.093 0.770 -1.943
H 1.811 2.344 -0.557
C 1.294 -0.632 -1.945
C 2.067 -0.946 -0.813
H -2.669 1.356 -0.465
H -0.342 0.191 2.996
H 0.852 2.295 1.868
H 2.335 -1.934 -0.486
H 0.537 1.337 -2.670
H 2.899 0.305 0.815
Ca 0.000 0.000 0.000
C 0.806 -1.627 -2.965
C 2.018 -2.354 -3.557
C 0.037 -0.948 -4.094
H 2.785 -1.638 -3.845
H 1.735 -2.924 -4.443
H 2.458 -3.042 -2.839
H 0.710 -0.379 -4.733
H -0.722 -0.267 -3.716
H -0.458 -1.693 -4.716
C -0.091 -2.688 -2.293
C -1.376 -2.124 -1.793
H 0.417 -3.102 -1.422
H -0.260 -3.511 -2.983
O -1.426 -1.049 -1.160
N -2.538 -2.759 -2.038
C -3.798 -2.584 -1.347
H -2.566 -3.197 -2.945
C -4.509 -1.274 -1.603
C -5.164 -0.569 -0.601
H -5.199 -0.940 0.414
C -5.812 0.624 -0.894
H -6.327 1.149 -0.102
C -5.805 1.128 -2.185
H -6.311 2.057 -2.411
C -5.148 0.429 -3.190
H -5.138 0.812 -4.202
C -4.508 -0.764 -2.900
H -4.001 -1.306 -3.691
H -3.642 -2.717 -0.277
H -4.436 -3.413 -1.652
C 0.049 -2.859 2.187
Si 1.294 -1.915 3.195
C 0.498 -1.680 4.902
C 2.855 -2.948 3.324
N 1.663 -0.323 2.399
C 2.623 0.614 3.086
C 3.085 1.861 2.525
C 3.998 2.699 3.166
C 4.514 2.357 4.400
C 4.121 1.164 4.991
C 3.207 0.313 4.354
H -0.156 -3.823 2.697
H 0.452 -3.044 1.173
H -0.890 -2.275 2.122
H 0.301 -2.674 5.349
H 1.111 -1.109 5.622
H -0.468 -1.145 4.805
H 3.249 -3.137 2.306
H 3.643 -2.446 3.918
H 2.609 -3.912 3.812
H 2.804 2.239 1.562
H 4.316 3.619 2.686
H 5.227 3.010 4.888
H 4.539 0.894 5.951
H 2.997 -0.582 4.892
*
```

## Properties
F_max = 0.076 hartree/bohr
HOMO = -2.90 eV
Kohn-Sham gap = 5.06 eV
E_tot = -64125.804 eV
ΔE to the lowest compared entry with this formula, charge and spin = 376.9 kJ/mol